The following is a quantum chemistry calculation of a structure of composition C19H49Cu2O18S5, from the Open Molecules 2025 dataset.

Values from the calculation:
2S+1 = 3
E_tot = -200791.4951 eV
expectation value of S² = 2.0164
charge = +1
frontier orbital gap (alpha / beta) = 8.34 / 5.61 eV
HOMO energy (alpha / beta) = -11.24 / -11.09 eV
max |F| = 4.126 eV/A

```
93
C19H49Cu2O18S5, DFT wB97M-V/def2-TZVPD
Cu -3.633 3.099 -2.034
Cu -1.643 0.323 -3.461
C -1.555 0.428 0.709
C -1.259 1.596 -0.161
O -1.853 1.653 -1.410
H -2.586 0.433 1.062
H -0.975 0.523 1.627
H -1.323 -0.480 0.153
H -0.188 1.542 -0.358
H -1.394 2.501 0.431
O -5.229 4.124 -3.162
C -5.367 3.428 -4.425
C -4.157 2.415 -4.929
O -3.302 1.771 -3.969
H -5.740 4.087 -5.208
H -6.288 2.870 -4.256
H -3.469 2.999 -5.540
H -4.678 1.851 -5.704
O -0.527 3.998 4.560
S 0.846 4.341 4.084
O 1.316 5.713 3.853
O 1.916 3.489 5.069
C 3.340 3.690 5.131
C 4.010 2.489 5.755
C 1.085 3.385 2.471
H 3.608 4.540 5.760
H 3.781 3.925 4.162
H 3.697 1.602 5.205
H 3.860 2.239 6.805
H 5.098 2.506 5.695
H 0.740 2.359 2.598
H 2.157 3.459 2.290
H 0.499 3.796 1.649
O 1.994 2.976 -4.573
S 1.763 2.039 -3.490
O 0.429 1.378 -3.331
O 3.024 0.925 -3.370
C 4.376 1.425 -3.686
C 5.338 0.640 -2.758
C 2.063 2.805 -1.822
H 4.515 2.458 -3.366
H 4.665 1.272 -4.726
H 5.030 0.838 -1.731
H 6.378 0.946 -2.867
H 5.176 -0.423 -2.936
H 1.183 3.410 -1.604
H 2.912 3.486 -1.870
H 2.306 2.030 -1.094
O -0.225 -1.462 -3.786
S 0.867 -2.427 -4.189
O 2.045 -1.941 -4.951
O 1.423 -3.239 -2.870
C 2.363 -2.570 -1.982
C 1.531 -1.533 -1.183
C 0.093 -3.855 -4.977
H 3.215 -2.118 -2.490
H 2.741 -3.322 -1.289
H 1.349 -0.663 -1.814
H 2.112 -1.252 -0.304
H 0.580 -1.948 -0.851
H 0.881 -4.510 -5.349
H -0.546 -3.418 -5.745
H -0.470 -4.381 -4.207
O 1.416 -2.455 5.517
S 0.611 -1.502 4.746
O 0.838 -1.231 3.354
O -1.037 -1.924 5.001
C -1.897 -1.729 3.908
C -3.348 -1.612 4.413
C 0.475 0.071 5.613
H -1.834 -2.604 3.262
H -1.621 -0.882 3.280
H -3.507 -0.939 5.256
H -3.733 -2.549 4.813
H -4.171 -1.382 3.737
H -0.486 0.507 5.338
H 1.300 0.750 5.399
H 0.412 -0.226 6.660
O -2.494 -1.444 -2.044
S -2.732 -2.800 -1.525
O -2.805 -3.901 -2.476
O -1.556 -3.147 -0.387
C -1.619 -4.338 0.324
C -0.346 -5.112 0.099
C -4.225 -2.760 -0.476
H -2.472 -4.948 0.028
H -1.844 -4.055 1.353
H 0.540 -4.542 0.380
H -0.131 -5.450 -0.915
H -0.163 -5.935 0.790
H -4.072 -2.068 0.352
H -4.369 -3.713 0.032
H -5.031 -2.341 -1.079
```

Okay, here come the Mulliken numbers, in e, for every atom: Cu 0.4429; Cu 0.3674; C -0.1255; C -0.1863; O 0.1144; H 0.5055; H -0.2039; H -0.2110; H -0.1992; H 0.3452; O -0.3183; C -0.3402; C -0.5960; O -0.3733; H 0.3977; H 0.3288; H 0.3582; H 0.3230; O -0.5784; S 1.1245; O -0.5832; O -0.2710; C -0.0993; C -1.1998; C -0.8174; H 0.2737; H 0.3270; H 0.2649; H 0.3253; H 0.3668; H 0.1227; H 0.3822; H 0.3646; O -0.6187; S 0.8981; O -0.2264; O -0.2778; C -0.1923; C -1.1006; C -1.0401; H 0.3611; H 0.2866; H 0.2945; H 0.3979; H 0.2281; H 0.3935; H 0.4934; H 0.2530; O -0.0699; S 0.9746; O -0.6097; O -0.2396; C -0.5200; C 0.3340; C -1.0233; H 0.1081; H 0.3894; H -0.3858; H 0.6497; H -0.4243; H 0.3915; H 0.3961; H 0.2613; O -0.6083; S 1.0195; O -0.4312; O -0.4234; C 0.9540; C -1.4798; C -0.5862; H 0.0173; H -0.2875; H 0.3871; H 0.3896; H 0.3401; H 0.3073; H -0.0082; H 0.4063; O -0.1328; S 0.7222; O -0.5873; O -0.1733; C -0.1224; C -1.3508; C -0.9627; H 0.4548; H 0.1111; H 0.2492; H 0.3185; H 0.4328; H 0.2343; H 0.3661; H 0.4294

The following is a quantum chemistry calculation of a structure of composition C19H49GaO13PS, from the Open Molecules 2025 dataset.

Values from the calculation:
E_tot = -119612.0736 eV
charge = -1
frontier orbital gap = 7.11 eV
HOMO energy = -5.25 eV
max |F| = 2.571 eV/A

```
84
C19H49GaO13PS, DFT wB97M-V/def2-TZVPD
C 5.496 -1.408 -3.076
S 5.365 0.323 -3.672
O 5.956 0.315 -5.044
O 6.056 1.198 -2.676
Ga 3.118 1.014 -3.938
O 2.797 2.320 -2.631
P 1.811 -0.939 -3.678
O 1.553 -1.547 -5.070
H 6.500 -1.778 -3.285
H 4.786 -1.998 -3.650
H 5.331 -1.475 -2.004
H 2.928 1.695 -5.358
H 2.921 1.938 -1.772
H 2.513 -1.942 -2.926
H 0.583 -0.715 -2.990
C 6.647 3.222 -5.607
O 6.554 4.535 -5.077
C 5.765 4.557 -3.895
C 6.054 5.812 -3.096
O 7.247 5.731 -2.318
C 8.469 5.837 -3.029
C 8.801 7.253 -3.463
O 8.090 7.603 -4.640
C 8.007 8.997 -4.811
H 5.658 2.835 -5.864
H 7.257 3.266 -6.510
H 7.130 2.550 -4.896
H 5.972 3.675 -3.279
H 4.707 4.549 -4.186
H 5.249 5.932 -2.367
H 6.056 6.700 -3.730
H 8.499 5.143 -3.869
H 9.237 5.524 -2.317
H 9.875 7.323 -3.684
H 8.556 7.947 -2.650
H 7.465 9.457 -3.976
H 7.456 9.187 -5.730
H 9.007 9.441 -4.895
C -0.560 1.870 3.058
O -1.393 0.970 2.364
C -1.381 1.211 0.964
C -1.866 -0.009 0.207
O -0.871 -1.012 0.052
C -0.564 -1.783 1.204
C -1.627 -2.807 1.548
O -2.707 -2.198 2.240
C -3.881 -2.976 2.175
H -0.888 2.905 2.907
H -0.620 1.631 4.119
H 0.482 1.762 2.736
H -0.369 1.465 0.630
H -2.051 2.057 0.758
H -2.105 0.309 -0.810
H -2.778 -0.418 0.644
H -0.332 -1.145 2.058
H 0.347 -2.326 0.945
H -1.194 -3.575 2.203
H -1.984 -3.281 0.627
H -4.209 -3.092 1.136
H -4.661 -2.454 2.726
H -3.721 -3.960 2.629
C -5.882 -3.174 5.942
O -6.534 -4.258 5.318
C -6.670 -5.369 6.189
C -7.753 -6.304 5.689
O -9.069 -5.872 6.012
C -9.581 -4.788 5.247
C -9.993 -5.179 3.842
O -8.859 -5.252 2.993
C -9.109 -6.027 1.842
H -4.873 -3.457 6.260
H -5.811 -2.364 5.218
H -6.458 -2.819 6.804
H -6.920 -5.033 7.201
H -5.711 -5.905 6.212
H -7.633 -7.257 6.208
H -7.652 -6.498 4.621
H -8.887 -3.947 5.240
H -10.479 -4.466 5.779
H -10.674 -4.418 3.438
H -10.511 -6.145 3.871
H -9.352 -7.060 2.117
H -8.201 -6.033 1.242
H -9.925 -5.598 1.250
```

Okay, here come the Mulliken numbers, in e, for every atom: C -1.0887; S 0.9814; O -0.6959; O -0.6731; Ga 0.3410; O -0.5789; P 0.4268; O -0.7104; H 0.3336; H 0.3255; H 0.3102; H -0.1886; H 0.2308; H 0.0181; H -0.0354; C -0.6428; O -0.3872; C -0.1705; C -0.5381; O -0.4741; C -0.3870; C -0.5742; O -0.2321; C -0.7800; H 0.2118; H 0.3235; H 0.3157; H 0.1650; H 0.3863; H 0.4163; H 0.1845; H 0.1820; H 0.3904; H 0.4153; H 0.3417; H 0.3209; H 0.2299; H 0.3151; C -0.7731; O -0.2433; C -0.5586; C -0.4167; O -0.4037; C -0.4399; C -0.5973; O -0.2516; C -0.7298; H 0.3142; H 0.2274; H 0.3268; H 0.3479; H 0.4178; H 0.4071; H 0.1515; H 0.1989; H 0.4059; H 0.4203; H 0.3530; H 0.3382; H 0.1593; H 0.3390; C -0.8488; O -0.2141; C -0.5924; C -0.3833; O -0.4750; C -0.3557; C -0.6024; O -0.2148; C -0.7851; H 0.3346; H 0.2451; H 0.3523; H 0.3537; H 0.4164; H 0.3965; H 0.1730; H 0.1624; H 0.3865; H 0.4161; H 0.3574; H 0.3215; H 0.2343; H 0.3201